Entry from the OMol25 dataset: a molecular structure, C9H8FIN3O4PS (ωB97M-V/def2-TZVPD).

Computed properties:
HOMO-LUMO gap: 8.0 eV
E_tot: -53066.21413 eV
Largest force on an atom: 0.4 eV/A
Lowest unoccupied orbital energy: -1.060 eV

```
! wB97M-V def2-TZVPD RIJCOSX def2/J DEFGRID3
* xyz 0 1
N -1.910 -1.732 3.931
C -1.144 -0.871 3.093
C -0.109 -1.333 2.341
C 0.556 -0.438 1.474
N 1.585 -0.721 0.659
S 1.964 0.647 -0.076
N 0.893 1.659 0.546
C 0.159 0.934 1.407
C -0.903 1.400 2.215
C -1.543 0.519 3.027
P -2.970 1.057 4.046
O -3.684 1.912 2.841
I -1.773 2.804 5.342
H -1.637 -1.651 4.904
H -1.775 -2.694 3.646
H 0.195 -2.371 2.397
H -1.194 2.442 2.165
H -4.583 2.146 3.107
C 1.047 0.032 -4.186
C 2.067 -1.082 -4.131
O 2.531 -1.142 -5.464
C 2.363 0.094 -6.023
O 2.845 0.446 -7.042
O 1.569 0.857 -5.230
F 1.511 -2.269 -3.791
H 0.063 -0.342 -4.475
H 0.965 0.582 -3.254
H 2.912 -0.885 -3.468
*
```